This record from the Open Molecules 2025 dataset describes a structure of composition C17H30CdCl2N3O3. The level of theory is ωB97M-V/def2-TZVPD.

Calculated values
E: -2143.90568 Eh
HOMO-LUMO gap: 5.3 eV
F_max: 5.81 eV Å⁻¹
E_LUMO: 2.452 eV
ΔE to the lowest compared entry with this formula, charge and spin: 311.9 kJ/mol
HOMO energy: -2.85 eV

```
! RIJCOSX wB97M-V def2-TZVPD def2/J DEFGRID3
* xyz -1 1
O 0.562 -1.859 -0.677
C 1.618 -2.470 -0.288
C 1.223 -3.745 0.465
C -0.034 -3.858 1.033
H -0.738 -3.034 0.916
C -0.381 -5.006 1.746
H -1.367 -5.074 2.198
C 0.529 -6.051 1.871
H 0.261 -6.948 2.424
C 1.790 -5.942 1.277
H 2.504 -6.757 1.362
C 2.136 -4.792 0.577
H 3.120 -4.697 0.118
H 2.164 -2.784 -1.196
C 3.330 -0.610 -0.390
C 2.622 -1.596 0.484
H 4.268 -0.276 0.046
H 2.695 0.282 -0.548
H 3.488 -1.048 -1.364
C 2.729 -1.698 1.857
C 3.584 -0.834 2.742
H 2.132 -2.464 2.356
H 4.309 -1.433 3.276
H 2.956 -0.322 3.483
H 4.106 -0.067 2.164
Cd -0.033 0.031 0.062
Cl -1.444 -0.764 1.780
Cl 1.770 0.514 1.506
H -3.430 -4.004 -1.783
H -4.831 -1.874 -0.823
C -2.628 -3.515 -1.214
C -3.866 -1.523 -0.434
N -2.797 -2.078 -1.238
H -1.658 -3.789 -1.648
C -1.887 -1.307 -1.836
O -1.631 -0.133 -1.484
H -3.810 -0.432 -0.459
H -1.395 -1.748 -2.710
H -2.667 -3.864 -0.172
H -3.738 -1.861 0.598
H 2.025 2.987 -4.043
H 1.232 1.060 -5.816
C 2.529 2.118 -3.603
C 1.650 0.341 -5.100
N 1.714 0.925 -3.782
H 2.697 2.289 -2.540
C 1.103 0.352 -2.751
O 1.091 0.937 -1.643
H 1.009 -0.550 -5.062
H 0.659 -0.639 -2.932
H 3.494 1.974 -4.103
H 2.655 0.053 -5.436
N -0.700 2.045 0.551
H -0.609 2.079 1.545
H -1.641 2.055 0.232
H -0.082 2.648 0.057
*
```